No. 1
A gas-phase ion, C3H9N2S (charge -1) at a distorted geometry, computed with ωB97M-V/def2-TZVPD.

Geometry as XYZ:
```
15
Properties=species:S:1:pos:R:3:forces:R:3
H 0.74217 -1.38543 0.40515 0.18 -2.08 -0.47
H 0.18360 1.49936 0.11036 -1.87 -1.84 0.68
N 2.23791 0.13188 0.39450 -0.94 -0.41 -0.20
H -1.85808 0.41622 1.54382 0.40 -0.28 -1.89
C -0.21937 0.36183 -0.01679 1.06 3.49 0.18
H 0.65258 -0.35804 1.76551 0.05 0.14 0.58
N -0.06230 0.31493 -1.46684 -1.17 -1.48 -0.42
H -1.08680 0.55575 -1.71475 1.34 -0.39 -0.37
C -1.65739 -0.01118 0.47024 0.23 0.72 1.61
H 2.66504 -0.60083 -0.16234 0.26 0.14 0.02
H 2.11598 0.90187 -0.28062 -0.04 -0.47 0.42
H 0.02228 -0.70284 -1.70270 -0.30 0.91 -0.08
C 0.84757 -0.39340 0.70744 0.94 1.71 -0.21
S -2.96759 0.35419 -0.74021 -0.08 0.07 0.41
H -1.61562 -1.08431 0.68722 -0.05 -0.24 -0.25
```
Positions in Å, forces in eV/Å.

Calculated values
Gap between HOMO and LUMO in eV: 6.78
Net charge: -1
SMILES: NC[C@@H](N)C[S-]
E in eV: -17072.585
HOMO energy in eV: -2.707

Atomic partial charges in e from the Löwdin method, atoms 1 to 5: 0.08, 0.16, -0.02, 0.07, -0.56

---

No. 2
2 unconnected molecules or ions with the total composition C3H9N2S at a distorted geometry, computed with ωB97M-V/def2-TZVPD.

Geometry as XYZ:
```
15
Properties=species:S:1:pos:R:3:forces:R:3
C 0.42709 1.65601 0.26833 2.14 2.30 -0.11
N 0.54670 -0.69870 0.30935 -2.59 2.43 2.61
C 1.30179 0.47983 -0.18896 0.33 0.39 -1.75
S -1.33052 1.31864 -0.03905 0.90 -0.94 0.32
N -1.92118 -1.36952 0.16102 1.23 2.66 -0.94
H 2.28720 0.40615 0.23120 0.39 0.52 0.61
H 1.49687 0.46560 -1.32024 -0.87 -0.42 1.69
H -2.81383 -1.02437 -0.27364 1.00 -1.53 1.11
H 0.80679 -1.55909 -0.02122 1.06 -2.67 -1.62
H -1.73217 -2.30042 0.56902 -0.47 1.00 -0.98
H 0.70024 1.80437 1.35125 -0.88 0.17 -0.91
H 0.71840 2.63374 -0.30090 -0.43 -1.85 1.10
H -0.23086 -0.60082 -1.92227 -1.58 0.14 2.98
H 0.64812 -0.79582 1.39510 -0.54 0.64 -2.05
C -0.90466 -0.41559 -0.21899 0.34 -2.85 -2.06
```
Positions in Å, forces in eV/Å.

Calculated values
Gap between HOMO and LUMO in eV: 8.86
Net charge: +1
E in eV: -17061.785
HOMO energy in eV: -12.861

Atomic partial charges in e from the Löwdin method, atoms 1 to 5: -0.45, 0.02, -0.23, 0.95, 0.03

---

No. 3
A gas-phase ion, C3H9N2S (charge +1) at a distorted geometry, computed with ωB97M-V/def2-TZVPD.

Geometry as XYZ:
```
15
Properties=species:S:1:pos:R:3:forces:R:3
N -0.76132 -0.43309 0.29241 0.06 0.58 0.59
S -1.47765 1.17756 0.10241 -1.06 0.53 0.69
C -1.51883 -1.64073 0.06644 1.02 -1.22 -2.16
H -1.68186 -1.78950 -1.00743 -0.27 0.19 0.11
N 1.31047 0.99973 0.96346 -2.40 -0.39 -0.85
H 2.20232 0.92910 1.43812 0.01 -0.07 0.03
H 0.52965 0.22908 1.18484 1.26 0.25 0.62
H 1.99600 0.07410 -0.89832 0.52 -1.45 0.37
C -0.23444 0.34189 -0.78487 2.23 0.11 0.97
H -2.41457 -1.85625 0.56295 -1.46 0.93 1.06
H 1.47920 1.63081 -1.16246 -0.28 -0.22 1.02
H -0.50504 0.23683 -1.78820 -0.23 -0.95 -1.47
H 0.74327 1.85766 1.20278 1.21 -0.69 -0.33
C 1.26014 0.73617 -0.52670 -1.41 2.56 -0.84
H -0.92733 -2.49336 0.35457 0.80 -0.16 0.19
```
Positions in Å, forces in eV/Å.

Calculated values
Gap between HOMO and LUMO in eV: 10.01
Net charge: +1
SMILES: CN1S[C@H]1C[NH3+]
E in eV: -17063.833
HOMO energy in eV: -13.498

Atomic partial charges in e from the Löwdin method, atoms 1 to 5: -0.42, 1.00, -0.08, 0.10, 0.12

---

No. 4
2 unconnected molecules or ions with the total composition C3H9N2S2 at a distorted geometry, computed with ωB97M-V/def2-TZVPD.

Geometry as XYZ:
```
16
Properties=species:S:1:pos:R:3:forces:R:3
S 1.39335 -1.85976 0.28188 -0.76 1.43 -0.95
S 0.27647 0.75730 -0.54278 1.03 1.40 -0.05
H 3.27742 -0.59989 0.88874 2.82 -0.70 2.80
H -1.80135 -0.55398 -0.55182 -2.01 1.52 -0.53
H -1.54327 -2.28150 -0.93843 1.26 2.16 1.07
N -1.19355 -1.32107 -0.58686 2.74 -3.27 -1.17
C 1.85223 0.87615 0.43466 -1.82 0.32 0.40
H 1.50276 1.04390 1.49060 0.63 -0.13 -0.95
H -2.89296 1.88831 -0.17465 0.02 -0.50 -0.15
H 3.03236 -0.45619 -0.80592 -0.46 0.08 1.02
C 0.08959 -0.88805 -0.45824 -1.45 -2.54 1.73
H -2.47301 0.73577 0.85307 0.88 0.10 1.95
H -3.65766 0.42892 -0.04796 -0.17 0.38 -0.51
H 2.31982 1.77864 0.01633 0.30 -0.48 0.36
C 2.55958 -0.42784 0.21774 -1.74 0.02 -4.05
N -2.74179 0.87931 -0.07636 -1.26 0.22 -0.97
```
Positions in Å, forces in eV/Å.

Calculated values
Gap between HOMO and LUMO in eV: 9.49
Net charge: +1
E in eV: -27900.883
HOMO energy in eV: -13.860

Atomic partial charges in e from the Löwdin method, atoms 1 to 5: 1.00, 1.05, 0.04, -0.03, 0.19

---

No. 5
A molecular structure, C3H9N3 at a distorted geometry, computed with ωB97M-V/def2-TZVPD.

Geometry as XYZ:
```
15
Properties=species:S:1:pos:R:3:forces:R:3
H 1.72482 1.02635 -1.24957 0.07 0.07 0.07
H 0.18785 -2.35365 -0.79974 0.00 0.24 -0.01
C -0.42620 -0.56995 0.06930 8.19 -0.11 -0.59
N -2.47200 0.23734 0.21868 1.71 1.59 0.34
C -0.63035 -1.67019 -0.62768 -0.99 -0.08 0.43
H 2.02704 1.75583 0.34444 0.00 0.17 -0.11
H 1.68625 -0.68132 1.15807 -0.45 0.11 -0.28
N -0.70286 0.69407 0.33577 -6.43 0.34 0.13
H 3.11802 0.51597 -0.28413 -0.18 -0.02 -0.04
H -2.90997 0.77663 0.96723 0.06 0.07 -0.14
H -2.71713 0.71526 -0.64900 0.04 0.12 0.15
H -1.63314 -1.94217 -0.92033 -0.03 -0.08 0.04
N 1.27048 -0.23913 0.34194 -1.55 -2.19 0.23
H -0.58854 0.91076 1.32614 0.00 -0.16 -0.14
C 2.06572 0.82420 -0.23109 -0.45 -0.07 -0.09
```
Positions in Å, forces in eV/Å.

Calculated values
Gap between HOMO and LUMO (spin up / spin down) in eV: 8.74 / 8.74
Net charge: 0
E in eV: -7721.901
HOMO energy (spin up / spin down) in eV: -7.830 / -7.829

Atomic partial charges in e from the Löwdin method, atoms 1 to 5: 0.07, 0.06, -0.39, 0.04, 0.03

---

No. 6
C3H9N3 in the gas phase at a distorted geometry, computed with ωB97M-V/def2-TZVPD.

Geometry as XYZ:
```
15
Properties=species:S:1:pos:R:3:forces:R:3
H -0.33567 0.35988 -2.16827 -0.08 -0.29 -0.04
H -1.08479 1.73778 0.33896 -0.06 -0.04 -0.11
H -0.68887 -0.94766 -1.18154 0.33 0.13 -0.02
H 0.71185 -0.35171 1.44655 -0.06 -0.11 0.02
H 2.45961 -0.84459 -1.48426 -0.04 -0.06 -0.10
C -1.91597 0.13117 1.40573 1.28 0.06 -0.05
H 1.42256 1.16873 -0.92185 -0.01 -0.25 -0.01
N 0.53048 0.42257 0.82355 -2.35 0.23 -0.10
H -2.65422 0.73391 1.90623 -0.69 0.06 -0.72
C 1.02188 0.23685 -0.49903 -1.90 -0.82 -1.38
C -0.94800 0.71153 0.65553 1.21 0.61 3.39
H -1.78039 -0.86351 1.81131 0.20 -0.06 0.13
N -0.35143 0.01271 -1.21181 1.90 0.33 -1.25
H 1.62715 -1.70398 -0.32340 -0.07 -0.14 -0.06
N 1.98580 -0.80368 -0.59771 0.34 0.35 0.29
```
Positions in Å, forces in eV/Å.

Calculated values
Gap between HOMO and LUMO in eV: 8.68
Net charge: 0
SMILES: C=CNC(N)N
E in eV: -7724.935
HOMO energy in eV: -7.732

Atomic partial charges in e from the Löwdin method, atoms 1 to 5: 0.08, 0.10, 0.09, 0.10, 0.07